[1]
{
  "formula": "C10H13O4",
  "method": "ωB97M-V/def2-TZVPD",
  "energy_ha": -689.6763,
  "orbital_gap_ev": 4.90,
  "total_charge": -1,
  "elements": ["H", "C", "C", "O", "C", "C", "C", "C", "H", "H", "C", "H", "H", "C", "O", "C", "O", "H", "H", "H", "H", "H", "C", "H", "H", "H", "O"],
  "positions_angstrom": [[0.328, 0.109, 1.742], [2.312, 0.344, 0.876], [-2.745, -0.427, -2.343], [0.479, 2.022, 0.952], [-2.479, -0.401, -0.981], [4.558, 0.925, 1.718], [3.127, 1.374, 1.676], [0.851, 0.594, 0.919], [-2.383, -1.541, 0.829], [3.062, 2.369, 1.212], [-3.143, -1.609, -2.952], [2.770, 1.449, 2.698], [-3.086, -3.649, -0.253], [-2.997, -2.744, -0.839], [5.028, 0.084, 2.455], [-3.270, -2.768, -2.199], [5.371, 1.545, 0.799], [0.425, 0.201, -0.007], [-3.350, -1.628, -4.015], [-0.835, 3.102, 1.764], [4.868, 2.297, 0.481], [-2.638, 0.475, -2.930], [-2.603, -1.561, -0.230], [-2.164, 0.517, -0.503], [-3.577, -3.691, -2.674], [2.655, 0.405, -0.161], [-0.562, 2.206, 1.965]],
  "forces_ev_per_a": [[-0.16, 0.35, 0.46], [-0.14, 0.51, -0.25], [-0.04, -0.01, 0.00], [-0.09, 0.52, 0.06], [0.01, 0.09, 0.01], [0.21, -0.73, 0.84], [-0.06, -0.63, -0.23], [0.54, -0.81, -0.32], [0.04, 0.01, 0.01], [0.10, 0.36, 0.20], [0.00, 0.01, -0.01], [-0.12, 0.02, 0.25], [0.00, -0.01, 0.01], [-0.01, 0.01, 0.00], [-0.17, 0.80, -0.73], [-0.01, -0.02, -0.01], [0.23, -0.21, 0.30], [-0.20, -0.20, -0.03], [0.00, 0.00, -0.01], [0.02, 0.24, -0.16], [-0.16, 0.12, -0.32], [0.01, 0.01, 0.00], [-0.02, -0.04, 0.02], [0.06, -0.01, 0.02], [0.00, -0.01, -0.01], [0.06, 0.01, -0.19], [-0.12, -0.38, 0.09]]
}

[2]
{
  "formula": "C5H9N3O",
  "method": "ωB97M-V/def2-TZVPD",
  "energy_ha": -435.1554,
  "smiles": "ON1C=NNC2(CC2)C1",
  "orbital_gap_ev": 9.96,
  "relative_energy_kcal_mol": 189.7,
  "elements": ["C", "O", "N", "H", "H", "H", "C", "C", "H", "H", "H", "H", "N", "N", "H", "H", "C", "C"],
  "positions_angstrom": [[-2.073, 0.481, -0.100], [-1.088, -1.443, -0.732], [-1.684, -0.772, 0.376], [-0.933, -0.712, -1.496], [-0.027, 2.462, 0.344], [2.579, -0.511, 0.975], [-0.360, -0.548, 1.195], [0.468, 0.316, 0.237], [-0.653, -0.350, 2.263], [-3.080, 0.808, -0.200], [1.311, -1.515, -0.918], [1.032, -0.124, -1.701], [-0.019, 1.505, -0.230], [-1.373, 1.529, -0.286], [2.752, 1.045, -0.074], [-0.183, -1.817, 0.914], [1.217, -0.501, -0.748], [2.115, 0.147, 0.182]],
  "forces_ev_per_a": [[-0.90, 1.97, 0.14], [-1.34, 0.96, -4.09], [1.83, 0.83, 0.68], [-0.64, -2.61, 2.52], [1.89, -2.68, -1.15], [-0.79, 0.87, -0.96], [-1.79, -4.07, -1.40], [4.27, -3.22, 3.47], [0.72, 0.18, -1.20], [-1.28, -0.96, 0.04], [-0.52, -2.21, 0.84], [0.49, 1.28, -1.77], [-1.22, 4.68, 1.43], [-1.28, -0.27, -1.24], [-1.11, -1.04, 0.26], [0.94, 3.86, 2.08], [0.67, 1.05, -1.22], [0.07, 1.38, 1.56]]
}

[3]
{
  "formula": "C26H43BrN6P2Pd",
  "method": "ωB97M-V/def2-TZVPD",
  "energy_ha": -4727.9546,
  "orbital_gap_ev": [7.14, 4.38],
  "relative_energy_kcal_mol": 0.0,
  "total_charge": 4,
  "spin_multiplicity": 5,
  "elements": ["C", "C", "H", "H", "H", "H", "H", "H", "C", "C", "C", "C", "H", "H", "H", "N", "C", "H", "H", "H", "H", "C", "H", "H", "Pd", "H", "H", "P", "H", "C", "P", "H", "C", "H", "H", "C", "H", "H", "H", "H", "N", "N", "N", "C", "C", "H", "C", "H", "H", "H", "H", "H", "C", "H", "C", "H", "H", "H", "C", "H", "C", "C", "H", "N", "C", "C", "H", "H", "C", "H", "H", "C", "H", "N", "C", "Br", "C", "C", "H"],
  "positions_angstrom": [[2.721, -9.413, 1.848], [2.493, 0.908, 1.312], [2.312, 3.314, 3.134], [0.112, 3.577, 1.903], [4.520, -6.277, 0.582], [1.564, -5.492, 2.630], [-3.505, 5.965, -1.423], [2.694, 0.344, -1.415], [0.481, -3.168, 1.852], [-2.979, 4.247, -2.607], [2.032, -5.698, 1.665], [-3.961, 5.340, -2.198], [-1.651, 4.260, -6.497], [5.577, -8.534, 0.473], [-1.842, 1.952, -5.207], [3.938, -9.508, 1.311], [-1.682, 2.942, -4.758], [1.774, -2.986, -1.281], [-0.183, 3.293, -6.272], [2.372, -5.076, -0.328], [1.676, 3.246, -1.267], [1.060, 3.527, 1.348], [-0.799, -1.672, 2.758], [2.623, 0.035, 0.660], [-0.771, 0.873, 1.064], [2.158, 4.966, 2.523], [2.526, 1.328, -2.863], [1.136, 1.877, 0.584], [-4.672, 2.129, -2.870], [0.560, -1.443, -0.360], [-3.354, 3.550, -4.268], [0.444, -3.824, 2.716], [1.221, -2.680, -0.394], [-4.891, 4.929, -1.790], [3.420, 1.494, 1.262], [2.643, 1.374, -1.776], [2.586, 1.121, 3.501], [-0.477, 4.700, -5.241], [1.083, -8.142, 2.441], [3.198, 3.809, 1.687], [-2.599, -0.464, 6.075], [-2.312, 0.338, 4.968], [-1.922, -0.168, 3.808], [2.166, 0.462, 2.733], [4.572, -8.412, 0.895], [2.231, -10.340, 2.172], [3.984, -7.137, 0.972], [-4.430, 0.809, -5.634], [0.525, -0.805, -1.240], [-1.091, 2.806, -3.844], [0.541, 1.960, -1.676], [-2.982, 3.431, -1.858], [-0.071, -1.057, 0.827], [-2.968, -1.366, 5.790], [-5.003, 1.365, -4.883], [-3.189, 0.054, 6.715], [-1.949, 4.625, -2.636], [1.079, 0.428, 2.888], [1.923, -4.821, 0.638], [3.613, 1.843, -1.578], [1.205, -3.561, 0.705], [2.706, -6.996, 1.552], [2.545, -0.550, 2.913], [-1.583, 0.914, 3.067], [-1.757, 1.985, 3.839], [1.490, 2.168, -1.165], [-5.732, 0.678, -4.440], [-5.553, 2.161, -5.397], [-0.962, 3.858, -5.747], [0.952, 4.227, 0.510], [-1.611, 3.000, 3.524], [2.248, 3.915, 2.221], [-4.210, 5.972, -3.057], [-2.186, 1.680, 5.073], [-4.102, 1.933, -3.786], [-2.313, 2.756, 0.246], [-0.197, -1.939, 1.895], [2.080, -8.174, 2.010], [-3.296, 1.232, -3.534]],
  "forces_ev_per_a": [[1.51, -1.47, 0.17], [-0.06, -0.11, -0.19], [-0.08, 0.13, -0.16], [0.31, 0.15, -0.07], [0.12, -0.08, 0.30], [0.06, -0.10, -0.27], [-0.22, -0.04, -0.16], [-0.02, 0.08, -0.10], [-1.19, 1.22, 0.86], [-0.22, 1.01, -0.19], [-0.27, -0.20, 0.46], [-0.12, 0.35, 0.34], [0.23, -0.12, 0.07], [-0.14, 0.02, 0.58], [-0.04, 0.23, 0.02], [-0.60, 1.14, 0.14], [-0.12, 0.26, -1.40], [-0.18, 0.17, 0.06], [-0.15, 0.21, 0.08], [-0.09, 0.11, 0.27], [-0.15, -0.22, 0.07], [-0.69, 0.22, 0.38], [0.25, -0.11, -0.02], [0.04, 0.26, 0.12], [-2.35, 0.04, -1.10], [-0.05, -0.26, -0.12], [0.03, 0.07, 0.20], [1.78, 0.55, 0.25], [0.00, 0.01, -0.21], [0.78, -1.69, -0.52], [2.12, -2.48, 2.65], [-0.13, 0.21, -0.11], [-0.43, 1.43, -1.20], [0.16, 0.06, -0.16], [-0.23, -0.06, -0.09], [0.27, -0.17, -0.27], [-0.05, -0.15, -0.26], [-0.16, -0.09, -0.12], [0.03, -0.10, -0.17], [-0.11, 0.11, 0.05], [0.48, 0.68, -0.98], [0.91, 0.24, -0.58], [-0.43, 1.24, 0.98], [-0.11, -0.19, 0.58], [0.19, -1.90, -0.45], [0.03, 0.23, -0.55], [-1.57, 0.96, -0.34], [-0.12, 0.16, 0.12], [0.22, -0.15, 0.12], [-0.42, 0.10, 0.08], [0.18, 0.13, -0.12], [-0.19, 0.09, -1.03], [0.14, 1.60, 0.48], [-0.10, 0.24, -0.09], [-0.25, -0.36, -0.14], [-0.12, 0.04, 0.01], [-0.24, 0.11, -0.21], [0.32, -0.06, 0.18], [-0.24, 0.89, -0.56], [-0.22, -0.09, 0.06], [0.63, -0.75, 0.42], [0.58, -0.66, -0.23], [-0.01, 0.27, 0.03], [-0.16, -1.24, 1.12], [-0.38, 0.12, 1.05], [-0.37, -0.17, -0.56], [0.14, 0.11, -0.21], [-0.02, -0.26, 0.12], [0.43, 0.11, -0.19], [-0.13, -0.17, 0.12], [0.07, 0.15, -0.04], [0.41, -0.07, 0.21], [0.02, 0.08, 0.32], [-0.17, -1.58, -1.19], [-1.33, 0.37, -0.41], [1.16, -0.89, 0.80], [0.66, -2.11, 0.47], [0.03, 1.69, 0.52], [0.14, 0.45, -0.08]]
}